Record 1
55
Properties=species:S:1:pos:R:3 method="wB97M-V/def2-TZVPD" charge=+1 e_above_lowest_kj_mol=0.0
Pb -1.11431 -0.98712 1.09791
C -1.51753 -4.90992 -2.42872
C -2.28987 -3.80842 -2.09043
C -1.69626 -2.64878 -1.63540
C -0.30609 -2.57020 -1.52617
C 0.47203 -3.65090 -1.94906
C -0.13630 -4.81989 -2.37071
N 0.26010 -1.47436 -0.86879
N 1.03844 -2.85422 1.45155
C 1.69255 -1.79154 1.98964
C 3.02117 -2.01774 2.40512
C 3.75366 -0.97452 2.91702
C 3.12038 0.26771 3.02906
C 1.80533 0.40189 2.63677
N 1.10290 -0.61056 2.12131
H -1.98853 -5.82912 -2.73994
H -3.36394 -3.85238 -2.17080
H -2.29957 -1.78625 -1.38117
H 1.54627 -3.56663 -1.94797
H 0.47824 -5.66208 -2.64563
H 4.39932 -3.40595 2.25146
H 4.77729 -1.10967 3.23090
H 3.65938 1.11422 3.41997
H 1.27850 1.34368 2.71829
O 2.93277 -3.02196 -0.25801
S 2.03447 -3.69037 0.61748
O 3.42864 -3.32682 2.23074
O 1.80235 -5.06736 0.49302
S 1.73867 -1.00409 -1.20843
O -1.67590 0.90833 0.48757
C -1.30167 2.10856 -0.10782
C -0.71222 3.03173 0.93048
C -0.76971 2.86010 2.28010
C -0.19828 3.93671 2.99334
C 0.27407 4.91057 2.17487
S 0.03158 4.53505 0.51247
C -2.52219 2.78387 -0.68917
C -3.80470 2.62544 -0.27054
C -4.71491 3.44497 -0.97372
C -4.10720 4.22366 -1.90165
S -2.40704 3.96986 -1.94953
C -0.30584 1.77282 -1.18639
C 1.04313 1.75745 -1.13299
C 1.63224 1.08291 -2.24838
C 0.67575 0.70330 -3.18058
S -0.89607 1.01791 -2.64772
H -1.22271 1.99777 2.73691
H -0.15231 3.98287 4.06731
H 0.74079 5.83858 2.43974
H -4.07786 1.94722 0.51638
H -5.77312 3.44066 -0.78820
H -4.55109 4.95531 -2.54723
H 1.62471 2.15311 -0.32011
H 2.68885 1.09976 -2.45907
H 0.85163 0.22482 -4.12510

***

Record 2
89
Properties=species:S:1:pos:R:3 method="wB97M-V/def2-TZVPD" charge=-2 e_above_lowest_kj_mol=0.0
Tl -0.55548 -0.33142 -0.69596
C 0.85452 -1.62126 4.10780
C 2.03369 -2.34043 3.94791
C 2.67062 -2.48778 2.75328
C 2.04835 -1.86008 1.64815
N 0.91127 -1.17478 1.72731
C 0.30443 -1.09551 2.95031
C 2.70421 -1.79585 0.28484
C 4.07831 -1.86381 0.18580
C 4.69391 -1.65191 -1.06207
C 3.91590 -1.43700 -2.15458
C 2.50706 -1.44442 -2.03177
N 1.90343 -1.59014 -0.84078
C 1.73073 -1.16900 -3.20123
C 2.24213 -1.21509 -4.53472
C 1.47994 -0.89367 -5.61504
C 0.16566 -0.43153 -5.39088
C -0.31502 -0.46570 -4.10353
N 0.40166 -0.81015 -3.02401
H 0.40578 -1.57797 5.11532
H 2.50721 -2.77663 4.80619
H 3.56521 -3.06303 2.59510
H -0.70563 -0.68907 2.95978
H 4.68271 -1.94110 1.06502
H 5.78306 -1.62179 -1.17059
H 4.44314 -1.28258 -3.08519
H 3.26373 -1.58299 -4.68789
H 1.91559 -1.04038 -6.61623
H -0.46836 -0.15649 -6.25442
H -1.32599 -0.20635 -3.84571
C -1.44720 1.57907 -0.58765
Ge -0.48144 2.47475 0.77163
C -1.35142 2.37651 2.59446
C -2.29524 1.36710 2.82086
C -2.87697 1.17307 4.04948
C -2.50704 1.95284 5.11990
C -1.62300 3.01414 4.94140
C -1.07314 3.22288 3.66890
C 1.43123 2.11677 1.12666
C 1.87477 1.94988 2.40233
C 3.22739 1.60390 2.65966
C 4.05388 1.40051 1.56940
C 3.59797 1.55363 0.26410
C 2.28458 1.91908 0.07204
C -0.38485 4.50100 0.60109
C -1.34226 5.18137 -0.09712
C -1.30437 6.57931 -0.19837
C -0.28855 7.30742 0.41698
C 0.67744 6.59854 1.11411
C 0.66426 5.22030 1.17858
H -2.62938 0.79756 1.94611
H -3.60643 0.40575 4.19289
H -3.05006 1.73605 6.06594
H -1.34608 3.69794 5.74339
H -0.46143 4.11713 3.53485
H 1.20698 2.12807 3.20776
H 3.59545 1.36119 3.66817
H 5.07347 1.06327 1.74020
H 4.25144 1.40630 -0.57310
H 1.89541 1.99759 -0.92910
H -2.11588 4.70247 -0.63088
H -2.02002 7.05092 -0.86007
H -0.18527 8.33631 0.25947
H 1.58339 7.09795 1.52593
H 1.49411 4.72602 1.57848
N -1.51325 -4.09526 -4.62015
C -1.77350 -4.92380 -3.53808
O -1.96453 -6.11666 -3.72013
C -1.70101 -4.35148 -2.17159
C -1.91453 -5.17354 -1.00285
C -1.56584 -4.66810 0.22555
C -1.09813 -3.38608 0.36567
N -0.99365 -2.55196 -0.75015
C -1.31436 -3.07631 -1.93075
H -1.24427 -4.62521 -5.44954
H -0.92351 -3.29436 -4.47292
H -2.21093 -6.20901 -1.21498
H -1.66163 -5.27799 1.12666
H -0.89640 -2.94099 1.31725
H -1.16340 -2.37056 -2.75182
N -4.76606 -1.86464 -0.94093
C -4.63304 -0.56904 -0.44414
C -4.27611 0.19772 -1.52136
N -4.26245 -0.56262 -2.65899
C -4.51836 -1.79483 -2.28481
H -4.79627 -2.71358 -0.41898
H -4.77351 -0.30578 0.57797
H -3.98865 1.23456 -1.55716
H -4.41018 -2.65918 -2.95442

***

Record 3
16
Properties=species:S:1:pos:R:3 method="wB97M-V/def2-TZVPD" charge=+1 e_above_lowest_kj_mol=348.8
C -1.94533 -0.81218 -0.03998
C 1.80533 -0.59313 0.00156
C 2.37938 0.75921 0.19232
N -0.54661 -0.20535 -0.06053
N -2.07519 -1.99783 0.31202
N -2.63553 0.26824 -0.34522
O 0.58933 -1.03115 -0.25000
O 2.77047 -1.49638 -0.11284
H 1.81939 1.46024 -0.59864
H 3.38012 0.55808 0.16252
H 2.13470 1.08640 1.25728
H -0.36152 0.31363 0.78820
H -3.00435 -2.38086 0.36993
H -2.60787 0.75952 -1.19718
H -3.56910 0.35220 0.07495
H 2.51296 -2.30873 -0.59556

***

Record 4
12
Properties=species:S:1:pos:R:3 method="wB97M-V/def2-TZVPD" e_above_lowest_kj_mol=325.1
N -2.38536 -1.58897 -0.62508
C -1.58877 -0.91260 -0.13741
C -0.88570 -0.15249 0.90244
N 0.42479 0.34720 0.55506
C 0.16272 1.24608 -0.57154
C 0.93382 -0.00246 -0.77524
H -1.67541 0.58683 1.13704
H -0.88117 -0.81919 1.75536
H 0.81272 2.13016 -0.55584
H -1.10667 1.23120 -1.06480
H 0.42224 -0.73098 -1.38679
H 2.00909 0.00941 -0.95933

***

Record 5
12
Properties=species:S:1:pos:R:3 method="wB97M-V/def2-TZVPD" smiles="O=C1NCC(=S)NO1" e_above_lowest_kj_mol=191.4
C -1.18009 -0.47339 0.22240
C 0.17006 -1.07830 -0.01161
C 1.13375 1.14396 -0.20456
H 0.60942 -1.42793 0.97118
H 0.09970 -1.98888 -0.60228
H 1.82824 -0.47925 -1.18656
H -1.96821 1.32328 0.66208
N 1.01772 -0.14907 -0.67382
N -1.12747 0.82531 0.37628
O 2.09393 1.85363 -0.27422
O 0.00774 1.65348 0.41401
S -2.68479 -1.20283 0.30710

***

Record 6
14
Properties=species:S:1:pos:R:3 method="wB97M-V/def2-TZVPD" smiles="C#Cc1cc(=O)[nH]c(O)n1" e_above_lowest_kj_mol=278.6
C 0.45125 1.45041 -0.48379
C -0.55303 -0.22020 0.74880
C -0.07353 -1.19129 -0.14320
C 0.70767 -0.84612 -1.21699
C -1.23789 -0.73830 1.84211
C -1.68419 -1.31353 2.83901
H 0.99062 3.12262 -1.47355
H -0.30549 -2.27766 0.00436
H 1.27945 0.85820 -2.42420
H -2.35913 -1.69371 3.65777
N -0.31072 1.14227 0.50295
N 0.79500 0.55474 -1.52626
O 0.98540 2.80880 -0.42925
O 1.31458 -1.65624 -1.89776